Record 1
Formula: C11H9N8O7
Source: the OMol25 dataset
Level of theory: ωB97M-V/def2-TZVPD

Last column: Löwdin charge in e.
Element x y z (Å)
C1 -0.301 0.440 3.486  -0.02
N1 -0.026 -0.345 2.304  0.02
C2 0.560 0.337 1.233  -0.32
O1 0.728 1.553 1.300  0.10
C3 1.098 -0.452 0.041  -0.08
C4 0.639 0.031 -1.284  -0.17
C5 1.044 1.448 -1.711  -0.10
N2 2.452 1.652 -1.823  -0.34
O2 3.198 0.732 -1.407  -0.01
O3 2.919 2.708 -2.282  0.02
C6 0.194 2.517 -1.944  0.08
C7 -1.199 2.333 -2.013  -0.11
N3 -2.069 3.456 -2.272  -0.36
O4 -1.538 4.575 -2.478  -0.01
O5 -3.302 3.320 -2.277  0.02
C8 -1.671 0.986 -1.872  -0.22
N4 -2.847 0.370 -2.151  0.06
N5 -2.676 -0.934 -1.851  -0.05
N6 -1.463 -1.155 -1.446  0.04
N7 -0.803 0.014 -1.469  -0.02
C9 0.887 -1.971 0.189  -0.35
O6 1.385 -2.733 -0.628  0.09
N8 0.212 -2.502 1.301  0.02
C10 0.188 -3.945 1.474  -0.02
C11 -0.203 -1.749 2.421  -0.38
O7 -0.683 -2.270 3.423  0.07
H1 -0.801 -0.175 4.227  0.08
H2 0.654 0.788 3.892  0.10
H3 -0.922 1.297 3.227  0.10
H4 2.184 -0.213 -0.019  0.16
H5 1.013 -0.707 -2.034  0.17
H6 0.567 3.525 -2.130  0.13
H7 -0.414 -4.202 2.343  0.08
H8 -0.215 -4.433 0.587  0.10
H9 1.210 -4.294 1.643  0.10

Atomic forces in eV per Å
0.007 0.441 0.420
-0.044 -1.115 -0.298
0.579 1.270 -0.177
-0.417 -1.615 0.045
-0.269 -0.751 2.452
-0.535 0.930 -2.721
1.045 0.114 0.197
0.226 0.491 0.333
-0.440 0.552 -0.593
-0.636 -0.958 0.369
-0.916 -0.443 -0.255
0.310 0.700 -0.034
-0.152 0.802 -0.053
-0.335 -1.383 0.262
1.451 -0.381 0.066
-1.027 -1.011 -0.452
0.947 0.613 0.627
1.237 0.645 0.278
-0.541 -0.465 -0.251
-1.298 0.203 0.127
1.034 -0.729 -0.772
-0.680 0.714 0.871
-0.157 1.097 0.714
0.202 -0.466 -0.183
-0.116 0.129 -0.260
0.725 0.801 -1.315
0.004 -0.051 -0.162
-0.197 0.172 0.038
0.134 -0.040 0.032
-0.446 -0.568 0.329
0.147 0.460 0.593
0.137 -0.442 0.037
0.016 0.230 -0.154
0.096 0.157 0.013
-0.093 -0.104 -0.122

Properties
HOMO in eV: -4.97
Total charge: -1
LUMO level in eV: 2.26
ΔE to the lowest compared entry with this formula, charge and spin in kcal per mole: 0.0
HOMO-LUMO gap in eV: 7.2
SMILES: CN1C(=O)C([C@@H]2C([N+](=O)[O-])=CC(=[N+]([O-])[O-])c3nnnn32)C(=O)N(C)C1=O
F_max in eV/A: 2.92


Record 2
Formula: C3H3ClN2OS
Source: the OMol25 dataset
Level of theory: ωB97M-V/def2-TZVPD

Last column: Löwdin charge in e.
Element x y z (Å)
O1 -3.126 -0.186 0.059  -0.01
N1 -1.791 -0.183 -0.136  -0.26
C1 -0.967 -1.329 -0.109  -0.02
C2 0.314 -0.779 -0.093  -0.69
Cl1 1.837 -1.611 0.053  0.64
C3 0.126 0.611 0.052  -0.68
S1 1.379 1.941 -0.016  0.75
N2 -1.162 0.976 0.078  0.06
H1 -3.470 0.784 0.393  0.21
H2 -1.400 -2.365 -0.031  0.15
H3 0.410 2.819 -0.187  -0.16

Atomic forces in eV per Å
-2.683 2.136 0.978
1.419 -0.600 1.097
-1.449 1.133 -0.018
-0.391 -0.123 0.796
-0.718 0.333 -0.289
1.018 1.511 -0.358
-0.527 -1.564 0.282
0.891 -1.576 -0.830
2.032 -3.319 -1.235
0.674 1.526 -0.346
-0.267 0.543 -0.076

Properties
HOMO in eV: -8.52
LUMO level in eV: 0.55
ΔE to the lowest compared entry with this formula, charge and spin in kcal per mole: 60.7
HOMO-LUMO gap in eV: 9.1
SMILES: On1cc(Cl)c(S)n1
F_max in eV/A: 4.08


Record 3
Formula: C28H33FN8O4SSr
Source: the OMol25 dataset
Level of theory: ωB97M-V/def2-TZVPD

Last column: Löwdin charge in e.
Element x y z (Å)
Sr1 -1.143 0.043 0.551  1.31
C1 -4.298 -0.547 -0.826  -0.16
C2 -3.356 -0.419 -2.027  -0.12
C3 -2.439 -1.599 -2.194  -0.28
C4 -2.398 -2.333 -3.374  -0.01
C5 -1.563 -3.433 -3.461  -0.05
C6 -0.789 -3.779 -2.364  -0.08
C7 -0.873 -2.988 -1.235  -0.13
N1 -1.676 -1.926 -1.144  0.02
N2 -3.671 -0.396 0.515  -0.26
C8 -4.055 0.904 1.088  -0.14
C9 -3.503 1.247 2.454  -0.27
C10 -4.363 1.536 3.503  -0.02
C11 -3.838 1.908 4.731  -0.05
C12 -2.463 1.977 4.880  -0.05
C13 -1.671 1.677 3.782  -0.11
N3 -2.172 1.336 2.598  0.03
C14 -3.895 -1.582 1.340  -0.13
C15 -3.010 -1.741 2.564  -0.28
C16 -3.608 -1.808 3.817  -0.02
C17 -2.808 -2.037 4.926  -0.04
C18 -1.441 -2.178 4.749  -0.05
C19 -0.927 -2.067 3.468  -0.12
N4 -1.689 -1.856 2.394  0.04
H1 -5.086 0.204 -0.927  0.12
H2 -4.796 -1.520 -0.855  0.12
H3 -3.972 -0.315 -2.922  0.12
H4 -2.761 0.498 -1.922  0.09
H5 -3.014 -2.035 -4.211  0.11
H6 -1.516 -4.013 -4.373  0.11
H7 -0.122 -4.630 -2.386  0.11
H8 -0.265 -3.200 -0.362  0.11
H9 -3.697 1.660 0.381  0.12
H10 -5.150 0.988 1.143  0.13
H11 -5.433 1.467 3.357  0.12
H12 -4.495 2.139 5.559  0.11
H13 -2.007 2.262 5.817  0.11
H14 -0.590 1.723 3.845  0.12
H15 -4.936 -1.669 1.687  0.13
H16 -3.694 -2.441 0.698  0.13
H17 -4.677 -1.677 3.915  0.12
H18 -3.243 -2.100 5.915  0.11
H19 -0.779 -2.360 5.584  0.11
H20 0.139 -2.143 3.286  0.12
F1 -1.693 1.722 -0.848  -0.68
N5 2.715 0.004 0.591  -0.12
C20 1.558 -0.014 0.481  -0.39
C21 6.864 3.587 0.869  -0.12
C22 6.118 2.376 0.328  -0.30
S1 5.583 2.688 -1.339  0.63
O1 6.742 2.845 -2.185  -0.31
O2 4.595 3.744 -1.312  -0.32
C23 4.750 1.180 -1.739  -0.23
C24 4.031 1.285 -3.078  -0.13
N6 2.962 0.291 -3.142  0.05
C25 1.661 0.532 -2.835  -0.33
N7 0.921 -0.566 -2.927  0.14
C26 1.766 -1.557 -3.291  -0.05
C27 3.030 -1.058 -3.422  -0.15
N8 4.208 -1.774 -3.757  -0.34
O3 5.276 -1.178 -3.759  0.07
O4 4.080 -2.960 -4.010  0.07
C28 1.155 1.880 -2.469  0.00
H21 7.185 3.392 1.892  0.08
H22 6.220 4.466 0.869  0.08
H23 7.744 3.801 0.264  0.08
H24 5.217 2.146 0.897  0.10
H25 6.749 1.488 0.286  0.11
H26 4.029 1.011 -0.936  0.05
H27 5.484 0.374 -1.741  0.11
H28 4.714 1.145 -3.909  0.13
H29 3.561 2.260 -3.173  0.11
H30 1.455 -2.576 -3.441  0.10
H31 0.978 2.479 -3.366  0.10
H32 1.867 2.415 -1.840  0.08
H33 0.218 1.797 -1.921  0.04

Atomic forces in eV per Å
1.420 0.361 -0.828
-0.004 -0.068 0.080
0.037 -0.013 0.026
-0.083 -0.043 0.033
-0.007 -0.010 0.017
-0.008 0.009 0.001
-0.007 -0.015 0.002
0.026 0.050 0.005
0.004 -0.098 -0.082
-0.117 -0.035 -0.038
-0.382 0.004 0.008
0.097 0.118 0.108
-0.029 0.018 0.007
0.056 0.000 -0.003
-0.048 0.004 -0.019
-0.009 0.034 -0.005
-0.312 -0.244 0.014
-0.130 -0.092 0.209
-0.344 0.114 0.060
0.298 -0.108 0.079
-0.019 0.031 -0.007
-0.004 -0.011 0.044
0.032 0.013 -0.093
-0.202 0.007 0.032
0.003 0.010 -0.010
-0.016 0.014 -0.029
0.001 -0.015 -0.002
-0.012 0.013 0.005
-0.003 -0.002 -0.002
0.002 0.001 -0.001
0.000 0.001 0.002
0.010 -0.003 -0.005
0.038 -0.001 0.012
-0.001 -0.024 0.030
0.003 0.003 -0.005
0.000 0.003 0.001
-0.001 -0.002 0.004
0.001 -0.002 0.021
-0.050 0.096 -0.122
0.001 0.000 0.004
-0.013 -0.031 0.001
-0.002 0.002 -0.002
0.000 0.004 0.001
0.004 0.004 0.002
-0.094 -0.012 0.205
0.084 0.047 -0.049
-0.068 -0.094 0.247
-0.013 -0.004 -0.002
0.021 0.015 0.016
-0.018 0.085 -0.019
-0.013 -0.020 0.027
0.020 -0.021 -0.015
-0.016 -0.081 0.004
-0.031 0.009 0.047
-0.080 0.074 -0.033
0.077 -0.010 -0.034
-0.059 0.056 0.020
-0.029 -0.046 -0.011
0.025 -0.029 -0.016
-0.008 -0.028 0.094
0.009 0.021 -0.034
-0.004 0.010 -0.035
0.042 0.053 0.092
0.001 0.004 -0.001
0.001 0.000 0.004
0.001 0.000 -0.001
-0.001 -0.005 -0.002
0.003 0.004 0.003
-0.011 -0.063 0.047
0.003 0.011 -0.009
-0.009 -0.035 -0.010
0.002 0.010 -0.011
0.013 0.017 0.001
0.005 0.005 -0.002
-0.001 -0.013 0.007
-0.081 -0.059 -0.089

Properties
HOMO in eV: -8.62
LUMO level in eV: -0.43
ΔE to the lowest compared entry with this formula, charge and spin in kcal per mole: 12.3
HOMO-LUMO gap in eV: 8.2
F_max in eV/A: 1.68


Record 4
Formula: C7H14O2
Source: the OMol25 dataset
Level of theory: ωB97M-V/def2-TZVPD

Last column: Löwdin charge in e.
Element x y z (Å)
C1 0.767 -1.177 0.120  -0.32
C2 0.793 0.392 -0.164  -0.19
C3 -1.069 0.530 -0.039  -0.31
C4 1.092 0.976 -1.532  -0.07
C5 -2.010 -0.648 -0.188  -0.09
C6 -1.334 1.307 1.233  -0.10
C7 2.267 -0.944 0.024  -0.28
O1 0.336 -1.519 1.413  -0.01
O2 2.957 -1.313 -0.952  0.00
H1 0.755 -2.363 1.647  0.12
H2 0.355 -1.773 -0.689  0.15
H3 1.078 1.024 0.677  0.13
H4 -1.207 1.181 -0.903  0.10
H5 2.727 -0.774 1.017  0.15
H6 2.166 1.156 -1.635  0.08
H7 0.797 0.284 -2.325  0.10
H8 0.614 1.948 -1.683  0.08
H9 -2.014 -1.291 0.696  0.08
H10 -3.036 -0.274 -0.301  0.09
H11 -1.792 -1.242 -1.078  0.08
H12 -2.401 1.549 1.313  0.08
H13 -1.047 0.715 2.107  0.08
H14 -0.793 2.256 1.243  0.08

Atomic forces in eV per Å
3.956 1.889 -0.265
-6.658 -0.105 0.304
1.766 1.486 -0.220
0.857 -0.389 0.093
0.291 -0.326 0.047
-0.192 0.057 0.028
1.175 -5.478 -1.099
-0.062 0.248 -0.174
-1.187 1.770 1.652
-0.134 0.342 -0.113
-0.030 0.241 -0.087
0.267 -0.460 -0.032
-0.200 0.056 0.055
-0.011 0.907 -0.242
-0.035 -0.153 -0.157
-0.026 0.150 0.044
-0.177 -0.236 0.194
0.124 -0.018 -0.148
0.231 0.124 -0.046
-0.027 -0.068 0.058
0.067 -0.064 0.078
-0.034 0.109 -0.037
0.041 -0.083 0.066

Properties
HOMO in eV: -8.52
LUMO level in eV: 0.65
ΔE to the lowest compared entry with this formula, charge and spin in kcal per mole: 72.9
HOMO-LUMO gap in eV: 9.2
F_max in eV/A: 6.67


- The highest ΔE to the lowest compared entry with this formula, charge and spin belongs to which entry?
  C7H14O2


Please write out number 1 again, unchanged.
Formula: C11H9N8O7
Source: the OMol25 dataset
Level of theory: ωB97M-V/def2-TZVPD

Last column: Löwdin charge in e.
Element x y z (Å)
C1 -0.301 0.440 3.486  -0.02
N1 -0.026 -0.345 2.304  0.02
C2 0.560 0.337 1.233  -0.32
O1 0.728 1.553 1.300  0.10
C3 1.098 -0.452 0.041  -0.08
C4 0.639 0.031 -1.284  -0.17
C5 1.044 1.448 -1.711  -0.10
N2 2.452 1.652 -1.823  -0.34
O2 3.198 0.732 -1.407  -0.01
O3 2.919 2.708 -2.282  0.02
C6 0.194 2.517 -1.944  0.08
C7 -1.199 2.333 -2.013  -0.11
N3 -2.069 3.456 -2.272  -0.36
O4 -1.538 4.575 -2.478  -0.01
O5 -3.302 3.320 -2.277  0.02
C8 -1.671 0.986 -1.872  -0.22
N4 -2.847 0.370 -2.151  0.06
N5 -2.676 -0.934 -1.851  -0.05
N6 -1.463 -1.155 -1.446  0.04
N7 -0.803 0.014 -1.469  -0.02
C9 0.887 -1.971 0.189  -0.35
O6 1.385 -2.733 -0.628  0.09
N8 0.212 -2.502 1.301  0.02
C10 0.188 -3.945 1.474  -0.02
C11 -0.203 -1.749 2.421  -0.38
O7 -0.683 -2.270 3.423  0.07
H1 -0.801 -0.175 4.227  0.08
H2 0.654 0.788 3.892  0.10
H3 -0.922 1.297 3.227  0.10
H4 2.184 -0.213 -0.019  0.16
H5 1.013 -0.707 -2.034  0.17
H6 0.567 3.525 -2.130  0.13
H7 -0.414 -4.202 2.343  0.08
H8 -0.215 -4.433 0.587  0.10
H9 1.210 -4.294 1.643  0.10

Atomic forces in eV per Å
0.007 0.441 0.420
-0.044 -1.115 -0.298
0.579 1.270 -0.177
-0.417 -1.615 0.045
-0.269 -0.751 2.452
-0.535 0.930 -2.721
1.045 0.114 0.197
0.226 0.491 0.333
-0.440 0.552 -0.593
-0.636 -0.958 0.369
-0.916 -0.443 -0.255
0.310 0.700 -0.034
-0.152 0.802 -0.053
-0.335 -1.383 0.262
1.451 -0.381 0.066
-1.027 -1.011 -0.452
0.947 0.613 0.627
1.237 0.645 0.278
-0.541 -0.465 -0.251
-1.298 0.203 0.127
1.034 -0.729 -0.772
-0.680 0.714 0.871
-0.157 1.097 0.714
0.202 -0.466 -0.183
-0.116 0.129 -0.260
0.725 0.801 -1.315
0.004 -0.051 -0.162
-0.197 0.172 0.038
0.134 -0.040 0.032
-0.446 -0.568 0.329
0.147 0.460 0.593
0.137 -0.442 0.037
0.016 0.230 -0.154
0.096 0.157 0.013
-0.093 -0.104 -0.122

Properties
HOMO in eV: -4.97
Total charge: -1
LUMO level in eV: 2.26
ΔE to the lowest compared entry with this formula, charge and spin in kcal per mole: 0.0
HOMO-LUMO gap in eV: 7.2
SMILES: CN1C(=O)C([C@@H]2C([N+](=O)[O-])=CC(=[N+]([O-])[O-])c3nnnn32)C(=O)N(C)C1=O
F_max in eV/A: 2.92


- Which formula does entry 1 have?
  C11H9N8O7